Entry 1:
Computed, not measured: a 2-piece molecular cluster, C4H11N2O overall at a distorted geometry, with wB97M-V/def2-TZVPD.

For the orbital gap, the calculation gives 9.1 eV. Its total charge is +1.

Last column: natural (NBO) charge in e.
Atoms and positions in Å:
C -2.37854 -0.50798 0.33359  0.399
C 1.46507 0.83894 -0.94502  -0.690
C 2.95707 -0.18012 0.77466  -0.468
C 1.84906 -0.19278 0.13571  0.310
N -3.49617 0.23547 0.49410  -0.743
N -1.46747 -0.07561 -0.51840  -0.717
O 0.82568 -1.11995 0.37073  -0.754
H 1.41079 0.33881 -1.86776  0.230
H 0.62492 1.39531 -0.62800  0.208
H 2.39012 1.52246 -1.11506  0.256
H 3.22061 -0.90354 1.47899  0.213
H -2.16517 -1.42850 1.01093  0.265
H 3.64560 0.48690 0.35419  0.223
H -4.06686 0.09056 1.30684  0.438
H -3.77128 1.02668 -0.16409  0.434
H -0.48152 -0.34528 -0.56169  0.477
H -1.79913 0.74216 -1.13352  0.412
H 1.23723 -1.92351 0.67379  0.507

---

Entry 2:
Computed, not measured: an isolated ion of composition C4H11N2O and charge +1 at a distorted geometry, with wB97M-V/def2-TZVPD.

Its SMILES is NCC[C@@H]([NH3+])C=O. For the orbital gap, the calculation gives 9.8 eV. Its total charge is +1.

Last column: natural (NBO) charge in e.
Atoms and positions in Å:
N -1.93684 1.28048 -0.26210  -0.864
C -1.63514 -0.00571 -0.85148  -0.221
C -0.43699 -0.60825 -0.07581  -0.415
C 0.77551 0.25975 0.39946  -0.187
N 1.55107 -0.48131 1.47467  -0.702
C 1.65430 0.26536 -0.85353  0.413
O 2.74577 -0.35482 -0.80465  -0.523
H -2.59677 1.12575 0.51265  0.371
H -2.40418 1.93905 -0.89614  0.391
H -2.45270 -0.79640 -0.78484  0.207
H -1.39669 0.07979 -1.90256  0.209
H -0.81656 -1.16496 0.82961  0.218
H 0.01211 -1.38426 -0.75658  0.225
H 0.28374 1.11123 0.86157  0.286
H 1.67096 0.09216 2.31030  0.458
H 1.16378 -1.43383 1.56486  0.451
H 2.50058 -0.71917 1.05360  0.474
H 1.31804 0.79513 -1.81902  0.208

---

Entry 3:
Computed, not measured: an isolated ion of composition C4H11N2O and charge +1 at a distorted geometry, with wB97M-V/def2-TZVPD.

Its SMILES is [NH3+]CCNCC=O. For the orbital gap, the calculation gives 10.0 eV. Its total charge is +1.

Last column: natural (NBO) charge in e.
Atoms and positions in Å:
N 0.29573 -0.59511 -1.96674  -0.688
C 1.23153 0.30049 -1.20421  -0.247
C 1.22412 0.07297 0.31233  -0.246
N 0.17014 0.88803 0.99556  -0.628
C -0.88650 0.17394 1.67568  -0.343
C -2.17848 0.01434 0.84592  0.481
O -2.18315 -0.42395 -0.27451  -0.572
H 0.14760 -0.16319 -2.87388  0.448
H -0.50733 -0.84983 -1.36907  0.480
H 0.69525 -1.49265 -2.25494  0.433
H 2.26760 0.17201 -1.51293  0.237
H 0.83481 1.29680 -1.37248  0.246
H 2.20662 0.24545 0.73253  0.235
H 0.94700 -0.96200 0.57580  0.196
H 0.66205 1.46466 1.66970  0.391
H -0.67766 -0.87493 1.90069  0.206
H -1.15853 0.53850 2.66991  0.234
H -3.09078 0.19448 1.45067  0.139

---

Entry 4:
Computed, not measured: C4H11N2O as an isolated structure at a distorted geometry, with wB97M-V/def2-TZVPD.

For the orbital gap, the calculation gives 10.5 eV. Its total charge is +1.

Last column: natural (NBO) charge in e.
Atoms and positions in Å:
C 0.69278 -1.23346 -0.29772  -0.535
C -0.72382 -1.49532 0.33703  -0.075
C 0.86277 0.24280 -0.27367  0.055
C -1.79885 1.14166 -0.43370  -0.455
N -0.73308 0.87870 0.53601  -0.125
N 1.46623 0.71652 0.97981  -0.678
O -0.99200 -0.37636 1.19391  -0.416
H 1.38123 -1.85317 0.23581  0.247
H 0.77450 -1.65455 -1.29362  0.268
H -1.53552 -1.53082 -0.36930  0.196
H -0.70862 -2.45225 1.00188  0.239
H 0.75410 0.80998 -1.20194  0.266
H -2.01115 0.20142 -0.98993  0.194
H -2.58282 1.57793 0.16167  0.248
H -1.32503 1.79407 -1.15303  0.212
H 1.42792 1.68414 1.00863  0.448
H 2.49924 0.39145 1.11046  0.439
H 0.90223 0.34456 1.75982  0.471

---

Entry 5:
Computed, not measured: a 2-piece molecular cluster, C4H11N2O overall at a distorted geometry, with wB97M-V/def2-TZVPD.

For the orbital gap, the calculation gives 10.9 eV. Its total charge is +1.

Last column: natural (NBO) charge in e.
Atoms and positions in Å:
N 1.02928 0.56503 1.47993  -0.731
C 1.85402 1.04618 0.56887  0.394
N 2.18745 0.40053 -0.53127  -0.723
H 0.46958 -0.35022 1.24863  0.461
H 0.84391 1.14935 2.28323  0.427
H 2.30309 2.01107 0.71521  0.221
H 2.80884 0.83386 -1.22073  0.436
H 1.74085 -0.47248 -0.78100  0.433
C -1.45552 -1.32582 -0.06322  -0.114
O -0.11586 -1.57836 0.52794  -0.769
C -1.61403 0.14584 -0.19599  -0.251
C -1.46239 0.81304 -1.35250  -0.343
H -2.24357 -1.73552 0.61418  0.209
H -1.49412 -1.81791 -1.05703  0.200
H -0.10292 -2.52084 0.77418  0.513
H -1.84992 0.68760 0.72644  0.211
H -1.65152 1.89417 -1.45570  0.224
H -1.24714 0.25450 -2.28118  0.203

---

Entry 6:
Computed, not measured: a 2-piece molecular cluster, C4H11N2O overall at a distorted geometry, with wB97M-V/def2-TZVPD.

For the orbital gap (alpha / beta), the calculation gives 6.9 / 10.7 eV. Its total charge is +1.

Last column: natural (NBO) charge in e.
Atoms and positions in Å:
C -0.23921 1.11615 -0.41298  0.519
C -0.93068 1.17767 2.53331  -0.376
C 1.72095 -0.24677 -0.54730  -0.408
C -0.64146 -1.32505 -0.75755  -0.422
N -0.93802 2.09818 -1.10537  -0.305
N 0.26521 -0.15486 -1.00793  -0.421
O 0.46826 2.23525 -0.74546  -0.356
H -0.18074 0.88171 3.13227  0.165
H -1.34401 0.59870 1.79450  0.154
H -1.28055 2.15847 2.77264  0.190
H 1.60314 -0.75957 0.41107  0.239
H 2.33569 -0.62882 -1.44117  0.252
H 2.03324 0.75567 -0.48145  0.243
H -1.43418 -1.08466 -1.41132  0.233
H -0.33516 -2.37698 -0.85649  0.270
H -0.83519 -1.33232 0.29350  0.238
H -0.97003 1.96821 -2.09797  0.347
H 0.43844 0.11479 -2.02506  0.440

---

Entry 7:
Computed, not measured: an isolated ion of composition C4H11N2O and charge +1 at a distorted geometry, with wB97M-V/def2-TZVPD.

Its SMILES is C[C@H]([NH3+])CC(N)=O. For the orbital gap, the calculation gives 11.8 eV. Its total charge is +1.

Last column: natural (NBO) charge in e.
Atoms and positions in Å:
C 2.16116 0.29004 0.31928  -0.612
C 0.76551 -0.25077 0.20447  -0.058
N 0.69886 -1.34231 -0.76184  -0.719
C -0.31937 0.75191 -0.15373  -0.511
C -1.77828 0.07367 0.00454  0.717
N -2.69059 0.67521 0.82066  -0.778
O -1.85562 -0.99721 -0.54800  -0.628
H 2.03526 1.23744 0.93831  0.247
H 2.93266 -0.33045 0.61822  0.243
H 2.37867 0.64826 -0.73817  0.206
H 0.39760 -0.61925 1.18159  0.226
H -0.44272 -1.50275 -0.83153  0.480
H 1.08116 -2.22083 -0.54645  0.432
H 1.09696 -1.11754 -1.65259  0.421
H -0.22285 0.91896 -1.20381  0.230
H -0.31471 1.79212 0.31136  0.251
H -2.32469 1.63090 0.99295  0.414
H -3.59902 0.36261 1.04473  0.439

---

Entry 8:
Computed, not measured: a 2-piece molecular cluster, C4H11N2O overall at a distorted geometry, with wB97M-V/def2-TZVPD.

For the orbital gap (alpha / beta), the calculation gives 7.7 / 5.6 eV. Its multiplicity is 3. Its expectation value of S² is 2.008. Its total charge is +1.

Last column: natural (NBO) charge in e.
Atoms and positions in Å:
C 2.58541 -0.17081 -0.34305  -0.104
C -1.63662 -0.61221 -1.04527  -0.553
C -2.35528 0.04082 1.21035  -0.657
C -2.29490 0.18028 -0.26079  -0.046
N 1.46194 0.50525 -0.39999  0.007
N 3.26923 -0.13095 0.88061  -0.522
O 0.71522 0.84821 -1.50583  -0.472
H 2.84700 -0.88304 -1.18119  0.243
H -1.31806 -1.47247 -0.53435  0.207
H -1.48165 -0.63486 -2.14734  0.236
H 1.22677 1.01735 0.41745  0.378
H -1.50454 0.47808 1.67492  0.217
H -2.43276 -1.02075 1.34192  0.228
H -3.20774 0.55635 1.54234  0.239
H -2.76272 1.20809 -0.58452  0.213
H 4.12116 -0.65896 0.93524  0.439
H 2.92372 0.45672 1.62297  0.411
H -0.15618 0.29289 -1.62346  0.536

---

Entry 9:
Computed, not measured: a 2-piece molecular cluster, C4H11N2O2 overall at a distorted geometry, with wB97M-V/def2-TZVPD.

For the orbital gap, the calculation gives 7.8 eV. Its total charge is -1.

Last column: natural (NBO) charge in e.
Atoms and positions in Å:
C 2.87445 0.57743 1.39377  -0.421
N 1.55012 0.24817 0.86181  -0.654
C 1.05450 1.31624 -0.05640  0.143
O 0.03635 0.91281 -0.83879  -0.909
H 3.57132 0.89670 0.60267  0.147
H 3.28549 -0.28522 1.92052  0.180
H 2.78479 1.39741 2.11152  0.174
H 1.65058 -0.61083 0.33122  0.338
H 1.92533 1.63919 -0.68700  0.061
H 0.82181 2.15690 0.63357  0.079
C -2.08480 -1.33802 -1.70774  -0.714
C -2.57639 -1.15069 -0.28557  0.662
N -2.03085 -0.12027 0.36714  -0.854
O -3.44191 -1.88942 0.19683  -0.721
H -1.00562 -1.22268 -1.72894  0.247
H -2.58201 -0.60922 -2.34372  0.217
H -2.37015 -2.34106 -2.02405  0.203
H -2.32211 0.02350 1.31706  0.367
H -1.14090 0.39904 -0.06392  0.456

---

Entry 10:
Computed, not measured: a 2-piece molecular cluster, C4H11N2O2 overall at a distorted geometry, with wB97M-V/def2-TZVPD.

For the orbital gap (alpha / beta), the calculation gives 2.2 / 7.6 eV. Its multiplicity is 2. Its expectation value of S² is 0.751. Its total charge is -2.

Last column: natural (NBO) charge in e.
Atoms and positions in Å:
O -1.17113 1.71212 1.40776  -0.804
C -0.31492 2.44421 0.84869  0.766
O 0.69050 2.10050 0.20101  -0.762
C -0.50227 3.98787 1.04357  -0.750
H 0.49347 4.32227 0.73776  0.205
H -1.22559 4.46953 0.38225  0.187
H -0.72586 4.23472 2.08440  0.187
N -0.02496 -0.93461 1.03764  -0.899
C 0.07021 -1.17535 -0.39191  -0.230
C 0.49252 -2.58464 -0.71365  -0.619
N 0.67861 -2.80427 -2.15330  -1.133
H -0.56413 -1.67248 1.47150  0.319
H -0.38153 0.01539 1.27504  0.419
H 0.76463 -0.48944 -0.86671  0.187
H -0.90083 -1.03578 -0.89789  0.120
H 1.44165 -2.73735 -0.18837  0.160
H -0.20118 -3.35048 -0.32147  0.118
H 1.51948 -3.34459 -2.32223  0.250
H -0.13867 -3.15762 -2.63409  0.279

---

Entry 11:
Computed, not measured: a 3-piece molecular cluster, C4H11N2O2 overall at a distorted geometry, with wB97M-V/def2-TZVPD.

For the orbital gap, the calculation gives 11.1 eV. Its total charge is +1.

Last column: natural (NBO) charge in e.
Atoms and positions in Å:
C 1.76707 1.80191 -0.33938  -0.678
C 0.46587 1.06770 -0.33902  0.160
C -0.79491 1.50439 0.01184  -0.068
N -1.63071 0.50003 -0.47690  -0.441
C -0.93640 -0.48874 -0.99115  0.270
N 0.34638 -0.19848 -0.91644  -0.458
H 1.67481 2.86380 -0.55466  0.258
H 2.55871 1.40831 -0.98497  0.249
H 2.33770 1.68576 0.59529  0.255
H -1.13053 2.44946 0.43678  0.268
H -2.63245 0.54856 -0.52761  0.455
H -1.37363 -1.42059 -1.31267  0.257
H 1.09160 -0.80231 -1.24484  0.469
H -1.49989 0.13800 3.07600  0.470
H -2.80329 -0.47057 3.38763  0.482
O -2.23480 -0.29281 2.62025  -0.950
H 1.46556 -3.95989 -0.28485  0.493
H 1.97336 -3.24234 -1.44773  0.475
O 1.35555 -3.09216 -0.70756  -0.964

---

Entry 12:
Computed, not measured: an isolated ion of composition C4H11N2O2 and charge +1 at a distorted geometry, with wB97M-V/def2-TZVPD.

Its SMILES is NC(=O)C[C@H]([NH3+])CO. For the orbital gap, the calculation gives 11.6 eV. Its total charge is +1.

Last column: natural (NBO) charge in e.
Atoms and positions in Å:
N 1.51157 -1.03807 1.91616  -0.771
C 1.04183 0.07433 1.33179  0.679
O 0.19465 0.74488 1.94516  -0.665
C 1.23648 0.47617 -0.12910  -0.532
C -0.10172 0.48535 -0.83717  -0.067
N -1.11708 1.47090 -0.28294  -0.708
C -0.79077 -0.88481 -0.71791  -0.109
O -1.83154 -0.85508 -1.71195  -0.748
H 1.44605 -1.25374 2.90079  0.435
H 2.17318 -1.63154 1.43841  0.404
H 1.95528 -0.14549 -0.68721  0.260
H 1.81914 1.40563 -0.12719  0.271
H -0.14855 0.62259 -1.90429  0.257
H -2.02964 1.22850 -0.68208  0.458
H -0.86339 2.43753 -0.46845  0.438
H -0.97350 1.32513 0.75441  0.482
H -1.35725 -0.95839 0.23209  0.192
H -0.30009 -1.84540 -0.75654  0.225
H -1.86464 -1.65848 -2.21397  0.501

---

- Which of these has the lowest total charge?
  number 10

---

- Look up the total charge of the fourth one.
  +1

---

- Which formula does entry 12 have?
  C4H11N2O2